Record 1
3 unconnected molecules or ions with the total composition C24H51N2O11P. Source: the OMol25 dataset; level of theory: ωB97M-V with the def2-TZVPD basis set.

The geometry in XYZ format:
```
89
C24H51N2O11P (ωB97M-V with the def2-TZVPD basis set)
C -4.02 -0.22 -1.42
C -2.96 0.56 -1.61
C -1.71 0.17 -2.42
N -1.59 -1.27 -2.55
C -0.49 0.78 -1.68
C 0.04 -0.10 -0.55
P 0.87 0.86 0.72
O 2.19 1.35 0.29
O -0.12 2.08 1.06
C -0.82 2.16 2.31
C -0.02 2.94 3.35
O 0.91 -0.15 1.95
C 1.84 0.11 3.03
C 2.50 -1.20 3.44
C -1.89 0.81 -3.83
O -1.88 -0.13 -4.89
C -0.65 -0.61 -5.33
O 0.46 -0.13 -4.55
C 1.17 -1.04 -3.98
N 1.78 -1.82 -3.39
H -3.94 -1.30 -1.42
H -5.00 0.20 -1.25
H -2.96 1.54 -1.14
H -1.68 -1.73 -1.65
H -2.33 -1.65 -3.14
H -0.85 1.71 -1.24
H 0.31 1.06 -2.37
H -0.77 -0.65 -0.06
H 0.75 -0.84 -0.91
H -1.73 2.72 2.10
H -1.14 1.18 2.67
H -0.31 3.99 3.29
H 1.05 2.89 3.14
H -0.23 2.61 4.37
H 1.25 0.49 3.87
H 2.57 0.86 2.75
H 2.41 -1.90 2.61
H 3.57 -1.07 3.64
H 2.00 -1.66 4.29
H -2.88 1.26 -3.87
H -1.18 1.63 -3.98
H -0.49 -0.31 -6.37
H -0.65 -1.70 -5.29
C -0.98 -4.70 -4.15
O -1.94 -4.98 -5.15
C -1.76 -4.28 -6.36
C -1.88 -5.16 -7.58
O -0.85 -6.12 -7.75
C -0.76 -7.21 -6.85
C -1.89 -8.22 -6.94
O -3.11 -7.71 -6.45
C -4.24 -7.98 -7.26
H -1.28 -3.83 -3.56
H -0.92 -5.56 -3.49
H 0.01 -4.52 -4.58
H -0.78 -3.78 -6.38
H -2.54 -3.50 -6.43
H -1.80 -4.51 -8.45
H -2.87 -5.63 -7.63
H -0.62 -6.87 -5.82
H 0.15 -7.73 -7.14
H -1.60 -9.08 -6.31
H -1.98 -8.57 -7.97
H -3.98 -7.95 -8.33
H -4.98 -7.20 -7.07
H -4.68 -8.95 -7.02
C 4.23 4.51 5.07
O 3.41 4.37 6.21
C 4.10 4.20 7.43
C 3.55 5.08 8.53
O 3.76 6.47 8.37
C 3.07 7.17 7.35
C 1.57 7.29 7.54
O 0.90 6.05 7.38
C -0.06 5.76 8.37
H 4.50 3.53 4.66
H 3.67 5.07 4.32
H 5.14 5.08 5.30
H 5.17 4.41 7.30
H 3.99 3.16 7.75
H 4.11 4.83 9.44
H 2.50 4.86 8.73
H 3.30 6.76 6.36
H 3.47 8.18 7.38
H 1.20 7.98 6.77
H 1.36 7.72 8.52
H 0.24 6.13 9.35
H -0.17 4.68 8.42
H -1.04 6.19 8.11
```

Properties
- LUMO: 0.625 eV
- E_tot: -60502.042 eV
- Gap between HOMO and LUMO: 9.7 eV
- F_max: 1.2 eV Å⁻¹
- Multiplicity: 1
- Structure (SMILES): C=C[C@](N)(CCP(=O)(OCC)OCC)COCOC#N.COCCOCCOC.COCCOCCOC

These are the Mulliken partial charges, in e, on atoms 1 to 2: number 1, C, carries -0.96; number 2, C, carries -0.71



Record 2
C2H6N4O2 in the gas phase. Source: the OMol25 dataset; level of theory: ωB97M-V with the def2-TZVPD basis set.

The geometry in XYZ format:
```
14
C2H6N4O2 (ωB97M-V with the def2-TZVPD basis set)
N -0.23 1.24 -0.43
N -0.10 -0.07 -0.18
C -1.20 -0.92 -0.24
N -2.44 -0.71 -0.13
O -2.78 0.48 0.55
C 1.19 -0.47 -0.03
N 2.16 0.37 0.00
O 3.36 -0.27 0.24
H 0.44 1.92 -0.17
H -1.21 1.70 -0.50
H -0.96 -1.91 -0.46
H -3.68 0.33 0.77
H 1.27 -1.54 0.14
H 3.84 0.40 0.75
```

Properties
- Relative energy (zero: lowest compared OMol25 entry of this formula, charge and spin): 5.259 eV
- LUMO: 0.863 eV
- E_tot: -12221.393 eV
- Gap between HOMO and LUMO: 8.5 eV
- F_max: 5.9 eV Å⁻¹
- Multiplicity: 1
- Structure (SMILES): NN(/C=N\O)/C=N/O

These are the Mulliken partial charges, in e, on atoms 1 to 2: number 1, N, carries -0.62; number 2, N, carries 0.40



Record 3
A gas-phase ion, C26H28N3O3S (charge -1). Source: the OMol25 dataset; level of theory: ωB97M-V with the def2-TZVPD basis set.

The geometry in XYZ format:
```
61
C26H28N3O3S (ωB97M-V with the def2-TZVPD basis set)
C -4.77 5.53 -0.53
C -4.07 4.26 -0.10
C -4.65 3.02 -0.38
C -3.97 1.83 -0.12
C -2.68 1.87 0.42
S -1.76 0.44 0.78
C -0.70 -0.01 -0.66
C 0.09 -1.28 -0.26
C 0.60 -1.39 1.02
C 1.25 -2.55 1.45
C 1.44 -3.63 0.54
C 0.99 -3.49 -0.80
C 0.30 -2.33 -1.17
C 1.21 -4.61 -1.77
C 2.21 -5.67 -1.29
C 2.00 -6.00 0.17
N 1.99 -4.80 0.98
C 2.17 -5.07 2.40
C 2.62 -3.83 3.15
C 1.67 -2.66 2.87
C 0.10 1.14 -1.11
C 1.45 1.38 -0.68
O 2.34 0.53 -0.53
N 1.72 2.73 -0.35
C 2.87 3.07 0.43
C 0.98 3.81 -0.86
O 1.20 4.97 -0.53
N -0.02 3.47 -1.78
C -0.77 4.60 -2.26
C -0.58 2.17 -1.85
O -1.60 1.97 -2.53
C -2.15 3.11 0.83
C -2.85 4.29 0.59
H -4.26 6.42 -0.17
H -4.84 5.60 -1.63
H -5.81 5.55 -0.16
H -5.65 3.01 -0.81
H -4.41 0.86 -0.36
H -1.42 -0.24 -1.46
H 0.53 -0.56 1.73
H -0.10 -2.22 -2.18
H 1.54 -4.20 -2.73
H 0.24 -5.11 -1.97
H 3.23 -5.30 -1.44
H 2.10 -6.58 -1.88
H 2.81 -6.64 0.54
H 1.06 -6.55 0.31
H 1.22 -5.44 2.82
H 2.91 -5.88 2.49
H 2.65 -4.06 4.22
H 3.63 -3.56 2.83
H 2.14 -1.72 3.19
H 0.78 -2.78 3.50
H 3.17 2.20 1.01
H 3.69 3.38 -0.23
H 2.60 3.90 1.08
H -1.50 4.27 -2.99
H -1.27 5.09 -1.42
H -0.07 5.32 -2.70
H -1.20 3.12 1.37
H -2.44 5.24 0.93
```

Properties
- Total charge: -1
- LUMO: 2.666 eV
- E_tot: -48868.169 eV
- Gap between HOMO and LUMO: 6.2 eV
- F_max: 1.9 eV Å⁻¹
- Multiplicity: 1
- Structure (SMILES): Cc1ccc(S[C@H](c2cc3c4c(c2)CCCN4CCC3)c2c([O-])n(C)c(=O)n(C)c2=O)cc1

These are the Mulliken partial charges, in e, on atoms 1 to 2: number 1, C, carries -1.58; number 2, C, carries 1.21